Here is a structure of composition C43H37BrCuN6O3Te from the Open Molecules 2025 dataset. Energies are from ωB97M-V/def2-TZVPD.

Computed properties:
Spin multiplicity ... 2
Expectation value of S² ... 0.76
Energy ... -182250.5280 eV
Energy above the lowest of the compared OMol25 structures with the same formula, charge and spin ... 0.000 eV
LUMO level (spin up / spin down) ... 3.8 / 3.8 eV
Total charge ... -2

Geometry as XYZ:
```
92
C43H37BrCuN6O3Te ωB97M-V/def2-TZVPD
Te -0.97329 1.53934 1.98151
Br 0.89183 -5.19841 -3.66956
Cu 0.00920 -1.57594 -0.60652
O 0.26441 -2.50386 1.12362
O -1.20980 -2.18523 3.15500
O -0.91093 -0.68668 -2.20015
N 5.68695 -0.48479 -2.67048
N -0.76327 -4.51289 0.38808
N 5.06957 -4.87344 -2.67220
N -0.29189 -4.56940 -0.89561
N 1.72059 -2.11896 -1.59145
N -1.33053 -0.24902 -0.02921
C 0.83473 1.60114 0.88545
C 0.43012 5.26530 5.02767
C -2.37274 1.16388 -1.74226
C 0.14053 -1.90513 -7.95108
C 0.77571 3.03114 4.13022
C 4.63885 -3.81338 -2.50437
C -0.33394 3.17472 3.27714
C -2.27796 4.64057 2.46932
C -0.08904 -4.26315 2.70820
C -1.52454 0.02108 -1.26427
C 0.23682 3.84626 -0.14261
C 2.86389 0.45448 0.24421
C -0.66653 5.39735 4.19101
C -3.88310 3.34906 -2.60793
C -1.11687 -3.81567 4.85278
C 1.15288 2.66573 0.03788
C -1.04428 -3.14039 -4.04697
C -0.62747 -2.77341 -5.40769
C -1.05678 4.37898 3.32170
C -2.18076 1.69697 -3.01296
C 0.24149 -3.86925 1.27503
C -0.01142 -5.92139 4.47919
C -0.07837 -0.98262 -6.93586
C 1.68479 0.50117 0.97524
C 4.14177 -2.50583 -2.30599
C -4.08877 2.81351 -1.34146
C -0.80398 -3.39986 3.55467
C -3.33733 1.72964 -0.91199
C -1.01106 -4.09917 -1.82831
C 4.98965 -1.39354 -2.50605
C -0.02828 -3.25876 -7.69443
C -0.55263 -4.06060 -3.22109
C -2.92674 2.78668 -3.44306
C 0.29546 -5.50532 3.19072
C 1.61196 1.77951 4.15244
C 3.20160 1.51416 -0.58430
C 2.81503 -2.29361 -1.91255
C 1.13770 4.07321 4.98224
C 2.34725 2.60294 -0.67989
C 0.84320 6.38577 5.94683
C -0.40696 -3.69220 -6.43181
C -0.72609 -5.06349 5.30717
C -0.46671 -1.41245 -5.67723
H 0.84444 -6.16299 2.52407
H -2.30576 5.68674 2.15575
H 0.62552 4.51718 -0.91035
H 2.59778 3.42164 -1.34671
H -4.83425 3.24695 -0.68438
H 0.30153 -6.89688 4.83116
H 1.40915 -0.34241 1.59951
H -0.97611 -5.36638 6.31817
H -3.47607 1.30607 0.07393
H 1.17867 7.25838 5.38076
H -1.23837 6.32253 4.20398
H -0.62252 -0.70873 -4.86672
H 1.99929 3.94390 5.63154
H -1.66664 -3.13010 5.48634
H -0.53241 -4.74831 -6.23594
H 0.12669 4.41086 0.78704
H 4.10992 1.47329 -1.17259
H -4.46576 4.20039 -2.94098
H 0.14222 -3.98499 -8.48034
H -1.96452 -3.59840 -1.63115
H 3.50268 -0.41806 0.30687
H -3.19374 4.44361 3.03437
H -2.75979 3.19955 -4.43144
H -1.42852 1.24546 -3.64632
H -2.29704 4.00820 1.58438
H 2.25736 1.76468 5.03236
H 0.98752 0.88492 4.15265
H -1.62577 -3.96460 0.45788
H 0.44652 -1.57125 -8.93523
H 0.06176 0.07518 -7.12208
H 0.01255 6.70759 6.57931
H 1.66195 6.07599 6.59746
H -1.74835 -2.45488 -3.58295
H -0.73460 -2.01830 2.27413
H 1.18903 -4.34345 0.98409
H 2.24327 1.71642 3.26389
H -0.76150 3.51540 -0.44043
```



Here is a structure of composition C31H50AlClP in a non-equilibrium geometry from the Open Molecules 2025 dataset. Energies are from ωB97M-V/def2-TZVPD.

Computed properties:
Energy ... -61358.9845 eV
Energy above the lowest of the compared OMol25 structures with the same formula, charge and spin ... 9.403 eV
LUMO level (spin up / spin down) ... 2.3 / 2.3 eV
Total charge ... -1

Geometry as XYZ:
```
84
C31H50AlClP ωB97M-V/def2-TZVPD
Cl 1.97796 3.25562 0.34939
P -0.36613 0.47222 -2.40387
Al 3.17166 1.57706 0.97427
C 3.69898 1.18219 -3.28330
C 1.46194 0.66399 -2.17973
C -0.56061 -2.26360 -6.27499
C -0.53777 -2.91754 -4.87805
C -3.35202 3.31121 -2.83137
C -0.42572 3.11570 -3.36320
C -0.68177 0.03354 -5.17651
C 0.10745 0.30435 3.59896
C -1.21929 -0.88363 -6.28056
C 2.22013 0.82953 -3.50157
C 1.31970 -3.10925 -0.18999
C -2.60817 -1.69391 0.49005
C -1.13585 4.47659 -3.34199
C 0.67431 -3.72941 0.89262
C 0.69080 0.95885 2.49114
C -2.33102 -0.98603 -0.90888
C -0.78276 -0.65500 -3.80136
C 2.14521 -0.41502 -1.31101
C 1.85147 0.41750 1.90614
C 4.43029 0.21564 -2.34584
C -2.64880 1.94897 -2.86700
C 3.57219 0.08665 -1.05498
C -0.01071 -1.99028 -3.77024
C -1.16522 2.11646 -2.49049
C 2.38250 -0.80100 2.36926
C -1.50731 -1.94411 1.67039
C -0.64882 -3.29952 1.83286
C 0.66374 -0.88134 4.08507
C -1.30968 0.10510 -0.75398
C 1.76301 -1.45954 3.44412
C -2.63319 4.38774 -3.65437
H -3.44071 -1.16740 0.93434
H -1.99954 1.04154 -0.48098
H -1.56272 -3.20830 -4.62360
H 1.58693 -3.47305 1.62106
H 0.46204 -2.17349 -6.66132
H -0.84381 -1.08533 1.86966
H -3.41743 3.64500 -1.78687
H 4.12486 -0.48389 -0.30470
H 0.50556 -4.88943 0.76360
H 3.42976 1.23085 -0.75710
H -0.80714 0.68639 4.05031
H -1.10433 -2.91772 -6.96512
H -0.36907 2.73740 -4.39465
H -1.91920 -1.78379 -1.75884
H -1.00492 4.91760 -2.34523
H 0.26270 1.87214 2.07756
H 5.40826 0.64572 -2.09800
H -2.85273 -2.76157 0.28828
H -1.07340 -0.39990 -7.25530
H -1.84760 -0.88878 -3.63038
H -0.38872 -3.29775 2.90099
H 2.12903 -2.42941 3.77923
H -2.72398 1.52372 -3.87680
H 0.60556 3.25308 -3.00931
H 0.20404 -1.39160 4.92968
H 1.66230 -3.37680 -1.26665
H -2.16327 -1.95366 2.56041
H -1.26226 0.96586 -5.19112
H -1.45178 -4.08631 1.81746
H -2.30227 -0.99158 -6.13434
H 2.11422 -1.38959 -1.80553
H 0.36423 0.30654 -5.38889
H -0.09460 -2.44931 -2.76244
H 2.14294 -0.10754 -4.07707
H 1.77340 1.61224 -4.13117
H 1.05141 -1.81299 -3.95430
H -3.10169 5.35848 -3.45754
H -4.37628 3.18925 -3.19667
H 1.48477 1.62222 -1.62404
H 3.78023 2.18417 -2.83507
H 1.57680 -0.57189 -0.37817
H 0.06314 -3.83158 -4.92400
H 4.62083 -0.75658 -2.80872
H -0.45853 -0.09319 -0.05194
H 3.26440 -1.22139 1.88139
H 4.16593 1.24646 -4.27246
H -2.76560 4.18892 -4.72587
H -1.10999 2.47579 -1.44692
H -0.63671 5.13636 -4.05975
H -3.16604 1.24790 -2.19530
```